C4H14N2O7P2Pd as an isolated structure, computed with wB97M-V/def2-TZVPD.

Positions of all 30 atoms, in Å:
Pd (-0.268, 0.806, -0.273)
N (-0.762, -1.142, -0.637)
C (-0.344, -1.791, -1.888)
C (1.100, -2.265, -1.825)
C (2.178, -1.200, -1.651)
C (2.370, -0.682, -0.215)
N (1.725, 0.623, -0.006)
H (-0.528, -1.699, 0.184)
H (-1.774, -1.031, -0.582)
H (-0.489, -1.071, -2.694)
H (-0.989, -2.650, -2.091)
H (1.291, -2.821, -2.745)
H (1.193, -2.993, -1.011)
H (1.975, -0.350, -2.312)
H (3.123, -1.627, -1.988)
H (3.430, -0.602, 0.033)
H (1.930, -1.372, 0.507)
H (2.186, 1.345, -0.553)
H (1.759, 0.896, 0.984)
O (-1.319, 1.170, 4.219)
P (-1.051, 0.860, 2.673)
O (-1.738, -0.380, 2.230)
O (0.377, 1.100, 2.368)
O (-1.912, 2.169, 2.014)
P (-1.860, 2.526, 0.488)
O (-2.899, 3.693, 0.302)
O (-2.219, 1.274, -0.337)
O (-0.467, 2.935, 0.006)
H (-2.198, 0.875, 4.477)
H (-3.818, 3.402, 0.322)

Frontier orbital gap (eV): 9.27
Energy relative to the best compared isomer or geometry (same formula, charge and spin) (kJ/mol): 0.00
E_LUMO (Ha): -0.001
E_HOMO (eV): -9.28